# 1
110
Properties=species:S:1:pos:R:3:forces:R:3 method="wB97M-V/def2-TZVPD" homo_lumo_gap_ev="3.4 / 3.9" multiplicity=4 homo_energy_ev="0.0 / -0.5" total_charge=-2 e_lumo_ev="3.368 / 3.368"
Cr -0.35206 -1.89769 -0.26091 -0.7 0.0 -0.8
C -2.37531 -4.27622 2.10562 0.1 -0.1 0.2
C -2.69449 -3.70875 0.73849 0.0 0.1 0.0
C -4.17341 -3.81291 0.43558 -0.2 0.0 -0.1
O -2.29041 -2.32621 0.76507 0.2 -0.2 0.3
C -1.86897 -4.48163 -0.31405 0.4 0.1 -0.3
O -2.15087 -5.67295 -0.49257 0.1 0.3 0.0
O -0.94120 -3.80720 -0.87389 -0.1 -0.2 0.1
H -2.94780 -3.75372 2.87926 0.0 0.0 -0.1
H -1.31009 -4.16368 2.32794 -0.2 0.0 0.0
H -2.61791 -5.33977 2.10929 0.0 0.0 0.0
H -4.76224 -3.39504 1.25794 0.0 0.0 0.0
H -4.42858 -4.86319 0.29122 0.0 0.0 0.0
H -4.42253 -3.27152 -0.48302 0.0 -0.2 0.1
H -2.66843 -1.84306 0.00730 0.1 0.4 -0.2
I 3.49513 2.30121 -6.88334 0.0 0.0 -0.1
C 2.91658 0.86108 -5.47137 0.1 0.2 0.0
C 1.87243 1.14215 -4.61203 -0.2 -0.2 0.3
C 1.53398 0.19384 -3.64327 -0.2 0.6 -0.3
C 2.22153 -0.99922 -3.55434 -0.2 -0.2 0.1
C 3.25391 -1.25806 -4.43166 0.4 0.0 -0.5
C 3.62528 -0.32306 -5.39760 0.0 -0.3 0.2
C 1.84977 -2.04058 -2.50507 0.4 0.6 -0.2
O 2.27853 -3.17109 -2.68140 0.0 -0.6 0.1
O 1.22099 -1.55209 -1.51577 -0.4 -0.5 0.6
H 1.32549 2.07370 -4.68809 0.0 0.0 0.0
H 0.72931 0.37909 -2.94278 0.0 0.0 0.0
H 3.76596 -2.21016 -4.34938 0.0 0.1 0.0
H 4.44099 -0.52032 -6.08070 0.0 0.0 0.0
C 1.33781 -4.15328 2.75233 0.0 0.0 0.1
P 1.38189 -3.32150 1.10947 0.4 -0.2 0.1
C 1.98967 -4.73091 0.12635 -0.2 -0.1 0.1
C 2.90437 -2.32586 1.32222 0.0 0.0 0.0
H 2.31832 -4.59856 2.94744 -0.1 0.0 0.0
H 0.58534 -4.94730 2.75727 0.1 0.1 0.0
H 1.10111 -3.43366 3.53921 0.0 -0.1 0.0
H 2.86595 -5.18007 0.60344 0.0 0.0 0.0
H 2.22599 -4.38086 -0.87355 0.0 0.0 -0.2
H 1.18696 -5.47040 0.03389 0.1 0.1 0.0
H 3.68921 -2.92059 1.79876 0.0 0.0 0.0
H 2.69059 -1.43755 1.92475 0.0 -0.1 -0.1
H 3.24027 -1.99940 0.33639 0.0 0.0 0.1
C -4.81887 -0.73289 -1.32814 -0.3 0.1 0.2
Ge -3.16373 -1.07147 -2.39175 0.1 -0.2 -0.2
C -3.58564 -2.76304 -3.34267 -0.1 -0.2 -0.1
C -3.26097 0.31177 -3.79337 0.0 0.2 -0.2
C -1.51799 -0.93398 -1.50056 -0.3 0.1 0.3
H -5.70628 -1.03643 -1.90642 0.1 0.1 0.2
H -4.88278 0.34548 -1.12072 0.0 -0.2 0.0
H -4.83353 -1.26109 -0.36464 -0.1 0.2 -0.2
H -4.57862 -2.71482 -3.81696 0.2 0.0 0.1
H -3.55102 -3.63441 -2.67621 0.0 0.1 -0.1
H -2.82324 -2.91503 -4.11812 -0.2 0.0 0.1
H -4.24439 0.33687 -4.28332 0.2 0.0 0.1
H -2.49208 0.11245 -4.55069 -0.1 0.1 0.1
H -3.06149 1.29551 -3.34792 0.0 -0.2 -0.1
H -0.97043 -0.18363 -2.07070 0.1 0.2 0.0
C 6.03696 2.88279 2.67516 0.0 0.0 -0.1
C 4.72241 2.63755 1.97088 0.1 0.0 0.0
C 4.61547 1.73505 0.92252 0.0 0.0 0.0
C 3.39833 1.47226 0.29028 0.1 0.0 -0.1
C 3.43801 0.56307 -0.92231 0.0 0.2 0.3
C 2.20310 2.08566 0.73416 -0.1 0.0 0.3
As 0.54517 1.22340 -0.18889 0.0 0.1 0.4
N 0.14735 -0.21169 0.90096 0.1 0.1 0.9
C -0.05088 -0.15441 2.27761 0.1 0.0 -0.4
C 0.07217 1.00779 3.07809 0.2 -0.3 0.0
C -0.12738 1.00480 4.45123 0.1 -0.1 -0.1
C -0.49157 -0.15747 5.12850 0.0 0.1 -0.1
C -0.69013 -1.30089 4.36106 0.0 0.0 -0.1
C -0.48982 -1.29982 2.98723 0.1 0.1 0.1
C -0.85238 2.63444 0.02954 -0.1 0.1 -0.1
C -0.61675 3.77516 -0.76999 0.1 0.0 0.0
C 0.60748 3.90123 -1.65917 -0.1 -0.1 0.1
C -1.51645 4.83883 -0.76678 0.1 0.0 0.0
C -2.67843 4.80187 -0.01575 -0.1 0.1 0.0
C -3.63628 5.96996 0.01249 0.0 -0.1 0.0
C -2.94866 3.63966 0.69069 0.0 -0.1 0.0
C -2.08239 2.54346 0.71589 0.0 0.1 0.0
C -2.55292 1.32169 1.46573 -0.1 0.1 -0.1
C 2.33561 3.07884 1.73475 -0.1 -0.1 -0.1
C 1.23072 4.00256 2.21836 0.2 -0.1 0.0
C 3.57590 3.32335 2.33040 0.0 0.0 0.0
H 6.82304 2.23636 2.27479 -0.1 0.1 0.0
H 5.95053 2.68288 3.74743 0.0 0.0 -0.1
H 6.36361 3.92187 2.56158 0.0 -0.1 0.0
H 5.50682 1.21546 0.57343 -0.1 0.0 0.0
H 4.44639 0.17215 -1.07844 0.0 0.0 0.0
H 3.14736 1.11827 -1.81754 0.0 0.0 0.1
H 2.74509 -0.27219 -0.84772 0.0 0.1 0.0
H 0.28457 1.93382 2.58493 0.1 0.1 0.0
H -0.01211 1.93725 4.99880 0.0 0.0 -0.1
H -0.65256 -0.16120 6.20127 0.0 0.0 -0.1
H -1.03024 -2.21688 4.83756 0.0 0.0 0.0
H -0.72873 -2.18733 2.42859 0.1 0.0 0.0
H 0.66920 3.06316 -2.35883 0.0 0.0 0.0
H 1.53558 3.89374 -1.08312 0.0 0.0 0.0
H 0.56922 4.82883 -2.23543 0.0 0.0 0.1
H -1.29721 5.71538 -1.37299 0.0 0.0 0.0
H -3.24184 6.81630 -0.55643 0.0 -0.1 0.0
H -3.81445 6.30538 1.03784 0.0 0.0 0.0
H -4.60751 5.69932 -0.41472 0.1 0.0 0.0
H -3.88223 3.56304 1.24227 0.0 0.0 0.0
H -3.64314 1.33887 1.54597 0.0 0.0 0.0
H -2.13927 1.27976 2.47757 -0.1 0.0 -0.2
H -2.25918 0.41897 0.93135 0.0 0.0 0.0
H 0.25697 3.76341 1.82212 -0.2 0.0 -0.1
H 1.46456 5.02848 1.91885 0.0 0.0 0.0
H 1.16780 3.98756 3.31054 0.0 0.0 0.0
H 3.63111 4.07986 3.11542 0.0 -0.1 -0.1

=====

# 2
62
Properties=species:S:1:pos:R:3:forces:R:3 method="wB97M-V/def2-TZVPD" homo_lumo_gap_ev="8.3 / 5.3" multiplicity=3 homo_energy_ev="-7.6 / -7.4" total_charge=0 de_lowest_kcal_mol=16.0 e_lumo_ev="0.769 / -2.120"
O -0.05304 0.13101 -4.52977 -0.1 0.6 -1.6
C 0.09319 1.35171 -5.28464 0.1 0.4 0.2
C 0.11139 0.63948 -6.63433 -0.1 -0.1 0.5
H 1.04628 1.81300 -5.01662 -0.1 0.3 -0.1
H -0.74367 2.04639 -5.15231 0.2 0.0 0.2
C 0.10870 -0.62649 -5.75222 0.0 -0.3 -0.7
H 1.01573 0.77528 -7.23049 -0.3 0.0 -0.1
H -0.80928 0.77524 -7.20048 0.2 0.0 -0.2
C 1.44089 -1.34209 -5.83488 0.0 -0.3 0.1
H 2.25972 -0.62573 -5.69025 -0.1 -0.2 0.1
H 1.54719 -1.79358 -6.83481 0.0 0.1 0.3
H 1.50599 -2.13393 -5.07862 0.1 0.2 -0.1
C -1.08946 -1.51893 -5.93638 0.0 -0.3 -0.1
H -2.00296 -0.93461 -5.77019 0.1 -0.2 -0.1
H -1.03442 -2.33504 -5.20605 -0.2 0.0 -0.1
H -1.10290 -1.93999 -6.95306 0.0 0.0 0.3
Au -0.22438 -0.11910 2.12974 0.4 0.1 0.8
C -2.81638 -0.83575 3.25120 -0.4 0.3 -0.8
C -2.08013 0.38703 3.38886 0.1 0.6 -1.3
C -2.06633 1.05014 2.06306 -0.2 -0.6 1.0
H -1.79668 0.88861 4.31113 0.1 -0.3 -0.2
C -2.83655 0.19979 1.18296 -0.2 -0.1 0.6
C -3.26568 -0.93276 1.90869 -0.3 0.2 0.4
H -3.92323 -1.71558 1.51817 0.5 0.3 0.1
H -3.05117 -1.52334 4.06385 0.2 0.2 -0.3
H -1.78055 2.09226 1.91540 -0.3 -0.4 -0.1
H -3.13584 0.46569 0.17098 0.2 -0.2 0.3
C 1.03695 -1.78517 3.18825 0.8 0.5 -1.0
C 0.50948 -2.97622 2.57483 0.5 -0.1 -1.3
C 0.85898 -2.96410 1.19711 0.0 0.0 1.1
H -0.01904 -3.78392 3.08474 0.1 0.4 -0.2
C 1.60594 -1.78308 0.91552 0.2 0.0 1.0
C 1.77011 -1.03221 2.15033 -0.7 -1.2 0.1
H 2.48011 -0.23127 2.35392 -0.2 -0.3 -0.2
H 1.14128 -1.59571 4.25474 -0.2 0.0 -0.3
H 0.65601 -3.75768 0.47500 -0.1 0.4 0.3
H 2.11044 -1.54791 -0.02019 -0.3 0.0 0.2
O 1.43544 -0.43744 -2.58280 -1.4 0.9 0.8
C 0.14793 -0.95879 -2.15855 0.4 -0.5 0.7
C -0.92042 0.13292 -2.09347 -0.1 0.5 0.2
H 0.27874 -1.32564 -1.12117 -0.1 -0.2 -0.6
H -0.12593 -1.78432 -2.81533 0.1 0.0 0.0
C -0.08096 1.43352 -2.03378 0.0 -0.1 0.1
H -1.49106 0.05454 -1.15885 0.2 -0.2 -0.2
H -1.63211 0.10199 -2.92687 0.4 0.1 0.2
C 1.37812 0.96387 -2.24038 0.8 0.1 0.5
H -0.16959 1.85280 -1.01876 0.0 0.1 -0.4
H -0.39390 2.20960 -2.75275 0.1 -0.4 0.2
H 1.91053 1.09396 -1.27436 -0.1 0.0 -0.4
H 1.92750 1.56004 -2.99252 -0.3 -0.4 0.2
S 1.19010 2.08438 3.25292 0.3 0.3 -1.3
C 1.01929 1.95843 4.91962 -0.2 0.0 1.4
C 1.81617 1.05629 5.67582 -0.4 0.3 -0.1
C 1.62601 0.95118 7.04565 0.2 -0.1 0.2
C 0.68462 1.75263 7.70040 -0.1 -0.1 -0.1
C -0.09985 2.64692 6.96260 0.0 0.2 0.3
C 0.06378 2.76972 5.59169 0.3 -0.5 0.1
H 2.56757 0.46053 5.15375 -0.3 0.1 0.2
H 2.22133 0.23470 7.61796 -0.2 0.3 -0.2
H 0.55198 1.66721 8.78420 0.0 0.0 -0.5
H -0.84447 3.25961 7.47678 0.3 -0.2 -0.2
H -0.52749 3.47993 5.01499 0.1 -0.2 0.1

=====

# 3
20
Properties=species:S:1:pos:R:3:forces:R:3 method="wB97M-V/def2-TZVPD" homo_lumo_gap_ev=8.5 homo_energy_ev=-8.1 total_charge=0 de_lowest_kcal_mol=20.6 smiles="C/C=C(/C)N.O.O" e_lumo_ev=0.458
C 1.39472 -0.76911 1.16735 0.0 -0.6 0.9
N -0.72739 0.89752 -0.02098 -0.2 0.3 0.4
C 0.21861 0.20139 -0.79134 0.3 0.8 0.3
C 1.16796 -0.58789 -0.28487 -0.4 0.5 -0.4
C 0.13275 0.59257 -2.22951 0.3 0.3 0.0
H 1.55600 -1.82796 1.40225 0.0 0.1 0.1
H 2.24699 -0.24033 1.61338 0.1 0.1 -0.5
H 0.54280 -0.44245 1.76641 -0.2 -0.1 -0.1
H -0.45206 1.25185 0.88495 0.2 -0.4 0.0
H -1.18330 1.64890 -0.51116 0.0 0.0 -0.2
H 1.78520 -1.08196 -1.01514 0.4 -0.1 0.1
H 0.77097 -0.02006 -2.87320 -0.6 -0.1 0.0
H 0.51763 1.61363 -2.34417 0.1 0.0 0.2
H -0.91861 0.67780 -2.49990 0.0 -0.5 -0.6
H -5.22717 3.43575 -3.13980 0.1 0.2 0.1
H -4.30053 3.82761 -1.99072 0.0 0.0 0.0
O -4.91958 4.19521 -2.62866 0.0 -0.2 -0.1
H 3.19838 -4.76211 4.48099 -0.1 0.0 -0.1
H 1.79310 -4.22326 4.14259 0.2 -0.1 0.1
O 2.40354 -4.38709 4.87154 -0.1 0.1 0.0